(1)
This record from OMol25 describes a 10-piece molecular cluster, C18H46BO24 overall. The level of theory is the ωB97M-V functional and the def2-TZVPD basis.

Atoms and positions in Å:
1 O -1.44 -1.89 0.35
2 C -0.64 -0.97 0.16
3 O -0.24 -0.51 -0.96
4 B 0.72 0.60 -0.79
5 O 0.93 0.70 0.66
6 C 0.08 -0.15 1.25
7 O -0.06 -0.36 2.45
8 O 0.26 1.92 -1.34
9 C 1.14 2.35 -2.15
10 O 1.08 3.44 -2.75
11 C 2.23 1.28 -2.36
12 O 1.99 0.31 -1.52
13 O 3.10 1.40 -3.25
14 O 2.44 4.79 -5.13
15 H 2.45 4.37 -5.99
16 H 2.20 4.09 -4.52
17 O 5.83 2.37 -3.91
18 H 4.97 1.97 -3.99
19 H 5.66 3.27 -3.61
20 C -2.30 -4.69 -1.20
21 C -3.29 -5.85 -1.67
22 O -3.53 -6.70 -0.65
23 O -3.05 -3.90 -0.31
24 H -2.00 -4.07 -2.04
25 H -1.42 -5.18 -0.78
26 H -2.99 -6.51 -2.48
27 H -4.07 -5.17 -2.01
28 H -3.69 -5.95 -0.08
29 H -2.42 -3.28 0.07
30 C 2.95 3.40 4.42
31 C 2.51 1.93 4.28
32 O 2.56 1.59 2.90
33 O 4.25 3.73 3.96
34 H 3.05 3.58 5.49
35 H 2.23 4.09 3.98
36 H 1.58 1.80 4.83
37 H 3.14 1.24 4.85
38 H 1.71 1.39 2.51
39 H 4.19 3.56 3.02
40 C 0.27 -2.69 4.95
41 C 0.93 -3.66 3.91
42 O 1.75 -4.74 4.47
43 O 1.19 -2.38 5.96
44 H -0.63 -3.10 5.41
45 H -0.10 -1.78 4.49
46 H 1.57 -3.13 3.22
47 H 0.10 -4.05 3.31
48 H 2.18 -5.20 3.75
49 H 1.64 -3.22 6.13
50 C -1.74 4.97 -2.30
51 C -2.73 4.12 -1.53
52 O -3.90 3.86 -2.35
53 O -1.56 4.30 -3.62
54 H -0.79 5.37 -1.95
55 H -2.31 5.88 -2.50
56 H -2.79 4.58 -0.54
57 H -2.20 3.19 -1.31
58 H -3.48 3.66 -3.19
59 H -0.67 3.95 -3.62
60 C 1.51 -3.45 -1.97
61 C 2.91 -3.77 -2.15
62 O 3.23 -4.42 -3.39
63 O 0.77 -4.64 -2.03
64 H 1.34 -2.79 -2.83
65 H 1.18 -2.82 -1.14
66 H 3.16 -4.37 -1.27
67 H 3.51 -2.87 -2.09
68 H 4.17 -4.61 -3.40
69 H 0.83 -5.00 -2.92
70 C -1.61 2.15 5.20
71 C -1.30 2.47 3.68
72 O -1.17 3.78 3.16
73 O -1.26 3.26 6.04
74 H -1.13 1.27 5.63
75 H -2.67 1.99 5.40
76 H -1.91 1.89 2.99
77 H -0.28 2.16 3.47
78 H -2.03 4.20 3.04
79 H -0.30 3.30 6.06
80 C -2.70 -0.89 -3.09
81 C -2.17 0.11 -4.20
82 O -2.72 1.36 -3.90
83 O -4.10 -1.08 -3.25
84 H -2.52 -0.46 -2.11
85 H -2.18 -1.85 -3.01
86 H -2.22 -0.26 -5.23
87 H -1.11 0.15 -3.97
88 H -3.67 1.46 -3.95
89 H -4.41 -0.17 -3.12

As for the multiplicity: 1. The value obtained for the gap between HOMO and LUMO is 9.358 eV. As for the total charge: -1. The maximum force is 4.41 eV/Å. The HOMO energy is -7.63 eV.

Mulliken population analysis, charges in e, atoms 1 to 2:
1 O -0.996
2 C 0.281

(2)
This record from OMol25 describes H10NaO5 as an isolated structure. The level of theory is the ωB97M-V functional and the def2-TZVPD basis.

Atoms and positions in Å:
1 Na -0.07 0.24 -0.35
2 O 0.86 0.69 1.10
3 H 1.05 1.45 1.64
4 H 1.57 0.08 1.29
5 O -1.52 -0.50 -0.93
6 H -2.31 -0.90 -0.56
7 H -1.37 -0.97 -1.76
8 O 1.82 0.15 -1.30
9 H 2.43 0.73 -1.75
10 H 2.36 -0.30 -0.64
11 O -1.65 1.31 0.34
12 H -2.06 2.07 0.73
13 H -1.89 0.58 0.91
14 O 0.11 -1.59 0.07
15 H -0.37 -1.46 0.89
16 H 1.03 -1.58 0.33

As for the multiplicity: 1. The value obtained for the gap between HOMO and LUMO is 11.388 eV. As for the total charge: +1. The maximum force is 7.71 eV/Å. Its energy above the lowest of the compared OMol25 structures with the same formula, charge and spin is 5.143 eV. The HOMO energy is -15.21 eV.

Mulliken population analysis, charges in e, atoms 1 to 2:
1 Na 0.920
2 O -0.515

(3)
This record from OMol25 describes a 8-piece molecular cluster, C28H47BN9O4Si overall. The level of theory is the ωB97M-V functional and the def2-TZVPD basis.

Atoms and positions in Å:
1 C 0.11 -3.46 2.37
2 C 0.71 -2.05 2.40
3 C -0.03 -0.99 1.64
4 C -1.34 -1.26 1.25
5 C -2.04 -0.32 0.54
6 O -3.28 -0.53 0.07
7 B -4.38 0.11 0.67
8 O -4.13 1.22 1.42
9 O -5.58 -0.46 0.40
10 N -1.46 0.84 0.24
11 C -0.19 1.17 0.61
12 C 0.21 2.55 0.15
13 C 0.23 2.63 -1.39
14 O -0.79 2.28 -1.96
15 N 1.32 3.12 -2.09
16 C 2.14 4.07 -1.34
17 C 2.06 2.08 -2.84
18 C 0.58 0.26 1.32
19 Si 2.38 0.76 1.84
20 C 2.22 2.39 2.78
21 C 3.43 1.03 0.31
22 C 3.29 -0.40 2.98
23 H -0.29 -3.73 1.39
24 H 0.89 -4.17 2.62
25 H -0.67 -3.58 3.12
26 H 0.83 -1.74 3.43
27 H 1.71 -2.11 1.98
28 H -1.84 -2.18 1.49
29 H -4.93 1.74 1.55
30 H -6.31 -0.07 0.90
31 H -1.97 1.50 -0.33
32 H -0.62 3.21 0.41
33 H 1.08 2.93 0.66
34 H 2.59 3.67 -0.43
35 H 1.56 4.96 -1.09
36 H 2.95 4.41 -1.98
37 H 1.79 1.08 -2.50
38 H 3.13 2.22 -2.67
39 H 1.86 2.16 -3.90
40 H 2.98 2.40 3.57
41 H 1.25 2.46 3.28
42 H 2.38 3.27 2.17
43 H 3.21 2.01 -0.12
44 H 3.24 0.26 -0.44
45 H 4.48 1.01 0.61
46 H 2.71 -0.71 3.85
47 H 4.16 0.13 3.37
48 H 3.65 -1.28 2.46
49 C 1.74 -3.55 -1.59
50 C 2.55 -2.82 -0.63
51 N 3.18 -2.26 0.14
52 H 2.16 -4.54 -1.78
53 H 0.73 -3.67 -1.20
54 H 1.70 -3.00 -2.53
55 C 0.69 8.13 1.04
56 C 1.09 6.76 1.29
57 N 1.41 5.68 1.51
58 H -0.39 8.18 0.87
59 H 0.93 8.75 1.90
60 H 1.20 8.52 0.17
61 C 7.95 1.48 3.01
62 C 7.12 0.55 3.77
63 N 6.48 -0.19 4.37
64 H 8.65 1.98 3.67
65 H 8.50 0.94 2.25
66 H 7.32 2.23 2.53
67 C -0.80 -6.96 -2.60
68 C 0.65 -6.81 -2.55
69 N 1.78 -6.66 -2.51
70 H -1.28 -6.01 -2.37
71 H -1.10 -7.28 -3.60
72 H -1.13 -7.70 -1.88
73 C -3.72 -2.99 -2.10
74 C -3.47 -4.31 -1.53
75 N -3.28 -5.35 -1.09
76 H -4.78 -2.87 -2.28
77 H -3.38 -2.22 -1.41
78 H -3.19 -2.89 -3.04
79 C -6.25 -5.81 -4.33
80 C -5.78 -4.45 -4.55
81 N -5.41 -3.38 -4.73
82 H -6.10 -6.40 -5.23
83 H -5.71 -6.26 -3.51
84 H -7.32 -5.80 -4.10
85 C -4.18 4.35 -0.51
86 C -5.29 3.81 0.26
87 N -6.17 3.39 0.86
88 H -3.43 4.76 0.17
89 H -3.73 3.57 -1.12
90 H -4.53 5.15 -1.16

As for the multiplicity: 1. The value obtained for the gap between HOMO and LUMO is 8.977 eV. As for the total charge: +1. The maximum force is 1.18 eV/Å. Its energy above the lowest of the compared OMol25 structures with the same formula, charge and spin is 0.000 eV. The HOMO energy is -11.88 eV.

Mulliken population analysis, charges in e, atoms 1 to 2:
1 C -1.821
2 C -0.138

(4)
This record from OMol25 describes a 20-piece molecular cluster, C29H33Cl57F7O4PS overall. The level of theory is the ωB97M-V functional and the def2-TZVPD basis.

Atoms and positions in Å:
1 C 0.61 0.79 2.77
2 C 0.12 -0.33 2.07
3 P 1.19 -1.69 1.34
4 C 2.49 -1.62 2.74
5 C 3.66 -2.70 2.48
6 C 3.16 -4.21 2.68
7 O 2.05 -4.31 3.64
8 C 1.21 -5.39 3.21
9 C -0.37 -5.15 3.25
10 O 1.69 -6.48 2.87
11 S -0.14 -2.03 -0.35
12 O 0.26 -3.29 -1.08
13 O -1.53 -2.28 0.22
14 C -0.29 -0.58 -1.54
15 F -0.95 0.53 -0.97
16 F -1.20 -1.04 -2.54
17 C 1.04 -0.19 -2.33
18 F 0.65 0.59 -3.45
19 F 1.64 -1.35 -2.87
20 C 2.13 0.63 -1.52
21 F 3.36 -0.04 -1.37
22 F 1.74 1.10 -0.28
23 F 2.44 1.77 -2.29
24 H 0.17 1.84 2.59
25 H 1.43 0.74 3.56
26 H -1.01 -0.38 1.91
27 H 2.27 -1.52 0.41
28 H 0.88 -3.05 1.76
29 H 3.03 -0.60 2.72
30 H 1.99 -1.76 3.75
31 H 4.05 -2.64 1.40
32 H 4.53 -2.44 3.18
33 H 2.84 -4.58 1.64
34 H 3.98 -4.90 3.05
35 H -0.57 -4.21 3.86
36 H -0.77 -5.00 2.20
37 H -0.88 -6.02 3.79
38 C -2.10 -3.12 6.50
39 Cl -2.47 -2.05 5.15
40 Cl -2.67 -4.76 6.17
41 Cl -0.36 -3.12 6.83
42 H -2.61 -2.75 7.38
43 C 2.44 2.89 -5.58
44 Cl 2.39 1.94 -7.07
45 Cl 4.10 3.31 -5.16
46 Cl 1.44 4.34 -5.74
47 H 2.02 2.28 -4.78
48 C -2.53 1.45 -4.66
49 Cl -2.96 0.74 -6.23
50 Cl -2.42 3.21 -4.79
51 Cl -3.71 0.98 -3.43
52 H -1.56 1.06 -4.36
53 C 1.66 8.14 -4.91
54 Cl 1.96 8.64 -3.24
55 Cl 0.06 8.67 -5.43
56 Cl 2.91 8.77 -6.00
57 H 1.69 7.05 -4.95
58 C -0.01 -9.64 3.63
59 Cl -1.35 -8.74 4.34
60 Cl 0.46 -10.99 4.66
61 Cl -0.44 -10.21 2.01
62 H 0.84 -8.96 3.54
63 C -0.83 -10.03 -2.10
64 Cl 0.88 -10.45 -1.89
65 Cl -1.42 -10.59 -3.66
66 Cl -1.80 -10.70 -0.78
67 H -0.91 -8.94 -2.07
68 C -2.83 11.18 -5.50
69 Cl -2.06 12.76 -5.30
70 Cl -3.99 10.88 -4.21
71 Cl -3.62 11.06 -7.08
72 H -2.05 10.42 -5.45
73 C -5.01 5.32 -6.91
74 Cl -5.43 4.62 -8.48
75 Cl -4.87 7.08 -7.03
76 Cl -6.20 4.87 -5.69
77 H -4.04 4.92 -6.61
78 C -3.24 -2.02 -9.11
79 Cl -2.05 -3.33 -9.01
80 Cl -3.42 -1.46 -10.78
81 Cl -4.80 -2.55 -8.46
82 H -2.88 -1.19 -8.51
83 C 4.79 5.33 -8.56
84 Cl 6.31 4.84 -7.79
85 Cl 3.95 6.53 -7.56
86 Cl 5.10 5.98 -10.18
87 H 4.16 4.46 -8.66
88 C -0.83 6.12 -1.00
89 Cl -0.25 7.78 -0.80
90 Cl -0.32 5.47 -2.57
91 Cl -0.25 5.09 0.32
92 H -1.92 6.13 -0.98
93 C 3.69 -7.61 -1.31
94 Cl 3.65 -5.86 -1.04
95 Cl 5.34 -8.23 -1.11
96 Cl 2.58 -8.44 -0.22
97 H 3.38 -7.80 -2.34
98 C -0.01 -4.99 10.84
99 Cl 0.79 -3.42 11.03
100 Cl -1.19 -5.25 12.13
101 Cl -0.78 -5.12 9.26
102 H 0.75 -5.77 10.91
103 C 2.53 -0.68 7.93
104 Cl 2.49 -1.72 6.50
105 Cl 4.18 -0.15 8.27
106 Cl 1.46 0.71 7.71
107 H 2.17 -1.25 8.78
108 C 3.77 -1.24 12.70
109 Cl 3.76 -2.23 11.23
110 Cl 5.42 -0.77 13.12
111 Cl 2.74 0.19 12.48
112 H 3.36 -1.83 13.51
113 C 2.99 12.65 -3.83
114 Cl 3.84 11.19 -4.32
115 Cl 3.80 14.09 -4.47
116 Cl 1.30 12.59 -4.37
117 H 2.99 12.71 -2.74
118 C -5.73 10.21 -9.96
119 Cl -4.57 8.88 -9.87
120 Cl -5.89 10.79 -11.62
121 Cl -7.30 9.71 -9.33
122 H -5.36 11.03 -9.35
123 C -3.17 -6.88 15.08
124 Cl -3.50 -5.76 13.74
125 Cl -3.76 -8.50 14.69
126 Cl -1.44 -6.92 15.45
127 H -3.70 -6.52 15.95
128 C -4.78 -3.01 -1.08
129 Cl -5.88 -4.07 -1.97
130 Cl -4.54 -1.49 -1.95
131 Cl -5.39 -2.70 0.55
132 H -3.81 -3.50 -1.00

As for the multiplicity: 1. The value obtained for the gap between HOMO and LUMO is 8.725 eV. The maximum force is 7.40 eV/Å. The HOMO energy is -9.90 eV.

Mulliken population analysis, charges in e, atoms 1 to 2:
1 C -0.789
2 C -0.157

Number 1: E_tot -69230.78944 eV. Number 2: E_tot -14807.97600 eV. Number 3: E_tot -59951.30898 eV. Number 4: E_tot -791714.56310 eV.